(1)
C26H38AgN8OPSSi as an isolated structure. Source: the Open Molecules 2025 dataset; level of theory: ωB97M-V/def2-TZVPD.

```
77
C26H38AgN8OPSSi, DFT ωB97M-V/def2-TZVPD
Ag -0.916 0.390 -0.244
C -3.984 -4.157 1.558
N -3.700 -2.814 1.084
C -4.636 -1.877 0.743
C -3.940 -0.766 0.363
N -2.602 -1.010 0.465
C -2.475 -2.250 0.899
P -0.942 -3.166 1.235
C -0.183 -3.125 -0.418
N -0.207 -2.115 -1.260
C 0.588 -2.468 -2.308
C 1.099 -3.721 -2.099
N 0.595 -4.145 -0.901
C 0.917 -5.406 -0.262
C -0.049 -1.824 2.084
N -0.643 -1.105 3.013
C 0.333 -0.292 3.522
C 1.522 -0.544 2.903
N 1.279 -1.542 1.999
C 2.260 -2.087 1.078
H -5.055 -4.243 1.719
H -3.676 -4.902 0.824
H -3.466 -4.345 2.496
H -5.691 -2.080 0.806
H -4.314 0.193 0.051
H 0.751 -1.804 -3.142
H 1.754 -4.340 -2.688
H 0.737 -6.230 -0.950
H 1.963 -5.423 0.049
H 0.288 -5.535 0.615
H 0.126 0.429 4.295
H 2.495 -0.095 2.993
H 3.232 -1.678 1.342
H 2.304 -3.174 1.168
H 2.033 -1.780 0.058
C 5.254 1.038 -3.995
Si 4.198 1.078 -2.438
C 4.542 2.689 -1.552
C 4.715 -0.385 -1.386
C 2.400 0.937 -2.967
C 2.071 0.823 -4.311
C 0.746 0.718 -4.727
C -0.227 0.731 -3.748
N 0.044 0.827 -2.450
C 1.326 0.931 -2.038
S 1.558 1.026 -0.318
H 6.308 1.123 -3.718
H 5.027 1.864 -4.673
H 5.135 0.103 -4.547
H 5.601 2.762 -1.289
H 3.945 2.763 -0.644
H 4.295 3.538 -2.193
H 5.778 -0.321 -1.139
H 4.545 -1.326 -1.916
H 4.140 -0.400 -0.461
H 2.858 0.819 -5.057
H 0.482 0.636 -5.773
H -1.279 0.651 -4.006
O -2.167 2.613 0.130
C -3.078 3.076 0.784
C -3.323 4.557 0.871
C -2.362 5.015 1.996
C -2.395 4.201 3.306
C -1.854 2.759 3.228
C -2.882 1.726 2.737
N -3.772 2.329 1.724
H -4.360 4.779 1.134
H -3.073 5.050 -0.066
H -2.575 6.060 2.226
H -1.346 4.975 1.596
H -3.410 4.201 3.723
H -1.785 4.751 4.025
H -1.501 2.452 4.214
H -0.982 2.739 2.568
H -3.523 1.391 3.554
H -2.391 0.844 2.331
H -4.482 2.889 2.173
```

Computed properties:
Energy above the lowest of the compared OMol25 structures with the same formula, charge and spin   3.4 kcal/mol
E   -73550.268 eV
Total charge   0
Strongest force on any atom   0.3 eV Å⁻¹


(2)
C26H38BCeIN7S3 as an isolated structure. Source: the Open Molecules 2025 dataset; level of theory: ωB97M-V/def2-TZVPD.

```
77
C26H38BCeIN7S3, DFT ωB97M-V/def2-TZVPD
Ce 0.572 1.115 0.503
C 4.569 0.258 -4.152
C 3.372 0.983 -3.545
C 3.816 1.717 -2.286
C 2.761 1.907 -4.588
N 2.321 -0.069 -3.137
C 2.493 -1.418 -3.314
C 1.372 -2.033 -2.868
N 0.514 -1.064 -2.414
B -0.806 -1.555 -1.755
N -0.583 -2.198 -0.353
C -1.573 -3.022 0.129
C -1.192 -3.457 1.352
N 0.035 -2.903 1.624
C 0.396 -2.128 0.581
S 1.893 -1.232 0.449
C 0.860 -3.234 2.884
C 0.051 -4.196 3.748
C 1.099 -1.945 3.659
C 2.151 -3.917 2.449
N -1.901 -0.403 -1.722
C -2.469 -0.078 -2.885
C -3.348 0.980 -2.659
N -3.321 1.273 -1.352
C -2.404 0.438 -0.754
S -1.998 0.384 0.907
C -4.271 2.394 -0.815
C -5.683 1.980 -1.225
C -4.198 2.532 0.694
C -3.831 3.682 -1.499
C 1.114 0.141 -2.575
S 0.443 1.698 -2.174
H 5.292 1.020 -4.436
H 5.064 -0.409 -3.444
H 4.312 -0.290 -5.059
H 4.668 2.349 -2.537
H 3.036 2.368 -1.890
H 4.151 1.009 -1.525
H 3.531 2.609 -4.909
H 2.437 1.346 -5.465
H 1.926 2.493 -4.207
H 3.370 -1.840 -3.766
H 1.115 -3.079 -2.862
H -1.263 -2.409 -2.458
H -2.451 -3.265 -0.445
H -1.683 -4.140 2.019
H -0.893 -3.768 4.090
H -0.133 -5.153 3.260
H 0.649 -4.402 4.634
H 0.153 -1.462 3.917
H 1.600 -2.206 4.592
H 1.740 -1.242 3.127
H 1.939 -4.822 1.879
H 2.804 -3.272 1.866
H 2.698 -4.209 3.345
H -2.248 -0.606 -3.800
H -3.991 1.495 -3.352
H -5.962 1.018 -0.794
H -6.377 2.730 -0.848
H -5.822 1.939 -2.305
H -4.478 1.623 1.224
H -3.230 2.882 1.049
H -4.931 3.296 0.953
H -3.950 3.649 -2.582
H -4.458 4.493 -1.130
H -2.793 3.928 -1.267
I 4.197 1.829 5.530
C 2.265 1.799 4.836
C 1.171 1.844 5.696
C -0.114 1.818 5.174
C -0.282 1.749 3.808
N 0.767 1.711 2.966
C 2.012 1.734 3.477
H 1.324 1.903 6.766
H -0.979 1.860 5.822
H -1.273 1.750 3.371
H 2.840 1.701 2.775
```

Computed properties:
E   -92200.792 eV
Total charge   +3
Strongest force on any atom   1.9 eV Å⁻¹


(3)
C26H38BrCl2NO6P as an isolated structure. Source: the Open Molecules 2025 dataset; level of theory: ωB97M-V/def2-TZVPD.

```
75
C26H38BrCl2NO6P, DFT ωB97M-V/def2-TZVPD
C -5.171 -1.258 2.884
C -4.524 -0.441 3.967
O -4.623 -0.789 5.111
O -3.854 0.684 3.622
C -2.456 0.598 4.008
C -1.502 1.169 2.953
C -0.586 0.076 2.325
C -0.188 0.276 0.850
C -0.545 -0.702 -0.309
C -0.685 -2.192 0.088
Cl -2.216 -2.451 1.039
C 0.417 -3.018 0.814
C -0.085 -4.227 1.615
Cl 1.627 -2.219 1.861
C 0.626 -0.352 -1.391
C 2.003 -1.069 -1.341
C 3.233 -0.289 -0.896
C 3.551 0.083 0.407
C 4.715 0.758 0.730
C 5.653 1.064 -0.254
C 5.374 0.689 -1.558
C 6.350 0.932 -2.691
C 4.184 0.034 -1.867
N 0.707 0.995 -1.996
C 1.431 1.074 -3.278
C 1.068 2.142 -1.269
C 0.674 3.460 -1.947
O 1.679 2.227 -0.235
C -0.181 -1.039 -2.567
O 0.014 -2.051 -3.155
O -1.249 -0.194 -2.673
C -1.789 -0.317 -1.302
C -2.823 -1.455 -1.637
P -3.182 0.959 -0.824
C -2.563 2.712 -0.715
O -3.437 0.466 0.726
H -5.395 -0.688 1.986
H -4.588 -2.148 2.661
H -6.115 -1.602 3.304
H -2.233 -0.438 4.257
H -2.350 1.171 4.931
H -0.884 1.885 3.500
H -2.029 1.741 2.195
H -0.984 -0.880 2.644
H 0.332 0.187 2.908
H -0.521 1.277 0.582
H 0.891 0.350 0.823
H -0.877 -2.794 -0.793
H 1.004 -3.502 0.036
H 0.811 -4.832 1.781
H -0.445 -3.955 2.601
H -0.761 -4.850 1.037
H 2.010 -2.005 -0.791
H 2.230 -1.385 -2.359
H 2.877 -0.142 1.218
H 4.904 1.055 1.752
H 6.584 1.564 -0.023
H 7.213 1.513 -2.375
H 5.857 1.325 -3.577
H 6.737 -0.052 -2.975
H 3.991 -0.253 -2.895
H 2.340 1.668 -3.194
H 1.711 0.128 -3.729
H 0.804 1.608 -3.997
H 0.518 4.206 -1.176
H -0.203 3.344 -2.579
H 1.525 3.763 -2.559
H -3.344 -1.077 -2.510
H -2.368 -2.404 -1.923
H -3.593 -1.555 -0.878
H -2.927 3.136 0.226
H -1.487 2.874 -0.730
H -3.042 3.290 -1.502
H -4.176 1.080 1.097
Br -5.662 1.060 -0.067
```

Computed properties:
E   -145728.399 eV
Total charge   -1
Strongest force on any atom   5.3 eV Å⁻¹


(4)
A 2-piece molecular cluster, C26H38BrN2O3 overall. Source: the Open Molecules 2025 dataset; level of theory: ωB97M-V/def2-TZVPD.

```
70
C26H38BrN2O3, DFT ωB97M-V/def2-TZVPD
C 0.809 -1.616 3.154
C -0.481 -1.600 2.679
C -1.033 -2.417 1.563
O -2.025 -3.080 1.686
O -0.422 -2.408 0.357
C 0.375 -1.246 0.057
C 0.704 -1.255 -1.426
C 1.621 -0.035 -1.712
C 0.774 1.112 -2.317
C 0.488 2.206 -1.259
C -0.820 2.952 -1.613
C -1.891 2.842 -0.558
C -3.083 2.219 -0.858
N -4.114 2.109 0.018
C -5.349 1.395 -0.449
O -5.747 0.384 0.378
C -4.803 -0.692 0.496
C -3.966 2.632 1.239
Br -5.375 2.551 2.489
C -2.798 3.256 1.636
C -1.736 3.381 0.741
N -0.542 4.041 1.113
C 0.249 3.140 2.037
C 1.744 3.486 2.042
C 2.669 2.304 1.742
C 4.021 2.817 1.209
H 1.252 -2.457 3.680
H 1.409 -0.713 3.028
H -1.191 -0.927 3.165
H -0.214 -0.352 0.289
H 1.302 -1.219 0.625
H 1.208 -2.181 -1.704
H -0.229 -1.189 -1.983
H 2.409 -0.295 -2.413
H 2.045 0.278 -0.759
H 1.289 1.531 -3.181
H -0.190 0.749 -2.673
H 1.306 2.920 -1.331
H 0.437 1.779 -0.266
H -0.591 4.014 -1.712
H -1.234 2.616 -2.562
H -3.230 1.812 -1.847
H -5.170 1.068 -1.476
H -6.141 2.141 -0.506
H -5.064 -1.500 -0.185
H -3.766 -0.380 0.362
H -4.894 -1.077 1.508
H -2.699 3.648 2.637
H -0.823 4.819 1.704
H -0.166 3.206 3.046
H 0.095 2.114 1.704
H 1.933 4.301 1.346
H 1.995 3.847 3.041
H 2.904 1.740 2.647
H 2.248 1.608 1.017
H 4.585 2.035 0.705
H 3.831 3.608 0.481
H 4.612 3.246 2.015
C 3.908 -6.118 -2.467
C 2.994 -5.653 -3.403
C 1.708 -5.311 -3.008
C 1.338 -5.426 -1.674
C 2.253 -5.887 -0.737
C 3.536 -6.237 -1.134
H 4.909 -6.388 -2.775
H 3.285 -5.559 -4.441
H 0.994 -4.955 -3.739
H 0.336 -5.156 -1.365
H 1.964 -5.976 0.302
H 4.248 -6.602 -0.405
```

Computed properties:
Energy above the lowest of the compared OMol25 structures with the same formula, charge and spin   0.0 kcal/mol
E   -106733.216 eV
Total charge   +1
Strongest force on any atom   2.4 eV Å⁻¹


(5)
C26H38ClKNO2P as an isolated structure. Source: the Open Molecules 2025 dataset; level of theory: ωB97M-V/def2-TZVPD.

```
70
C26H38ClKNO2P, DFT ωB97M-V/def2-TZVPD
K 1.577 3.377 -0.301
Cl 2.624 -2.785 4.914
C 2.809 -1.350 3.950
C 2.105 -0.209 4.297
C 2.244 0.929 3.516
C 3.044 0.916 2.384
C 3.750 -0.237 2.062
C 3.650 -1.374 2.846
C 3.125 2.147 1.484
O 3.570 1.956 0.328
O 2.683 3.218 1.956
H 1.465 -0.215 5.168
H 1.723 1.842 3.772
H 4.380 -0.212 1.182
H 4.202 -2.274 2.609
N 0.545 6.300 -3.196
C 0.520 5.468 -2.391
H 0.557 7.009 -3.899
C 1.527 -3.472 -0.242
C 2.437 -2.333 -0.678
C 1.612 -1.133 -1.165
C 0.269 -1.015 -0.417
C 0.445 -1.541 1.012
C 0.723 -3.049 0.997
P -0.367 0.740 -0.416
C -1.924 0.716 0.626
C -1.615 1.280 2.018
C -2.901 1.512 2.809
C -3.834 0.281 2.805
C -3.169 -0.927 2.153
C -2.740 -0.603 0.723
C -1.072 0.968 -2.126
C -2.046 -0.115 -2.656
C -1.408 -0.967 -3.747
C -1.062 -0.110 -4.969
C -0.547 1.280 -4.554
C 0.038 1.230 -3.146
H 2.101 -4.375 -0.030
H 0.851 -3.725 -1.065
H 3.115 -2.651 -1.473
H 3.059 -2.032 0.168
H 1.414 -1.258 -2.233
H 2.196 -0.215 -1.043
H -0.465 -1.659 -0.919
H -0.436 -1.349 1.620
H 1.272 -1.000 1.481
H -0.222 -3.599 1.022
H 1.263 -3.318 1.908
H -2.553 1.464 0.126
H -1.062 2.218 1.920
H -0.948 0.607 2.563
H -3.425 2.370 2.376
H -2.646 1.794 3.833
H -4.751 0.510 2.255
H -4.142 0.032 3.821
H -3.854 -1.777 2.146
H -2.306 -1.238 2.747
H -3.636 -0.508 0.104
H -2.180 -1.447 0.319
H -1.634 1.905 -2.019
H -2.938 0.369 -3.066
H -2.390 -0.750 -1.842
H -2.075 -1.780 -4.037
H -0.507 -1.440 -3.349
H -1.945 0.001 -5.603
H -0.311 -0.624 -5.573
H -1.364 2.008 -4.569
H 0.198 1.634 -5.268
H 0.591 2.142 -2.912
H 0.790 0.439 -3.114
```

Computed properties:
Energy above the lowest of the compared OMol25 structures with the same formula, charge and spin   10.3 kcal/mol
E   -71301.602 eV
Total charge   0
Strongest force on any atom   0.9 eV Å⁻¹


(6)
C26H38CrN4O6P2S2 as an isolated structure. Source: the Open Molecules 2025 dataset; level of theory: ωB97M-V/def2-TZVPD.

```
79
C26H38CrN4O6P2S2, DFT ωB97M-V/def2-TZVPD
Cr 0.394 1.980 0.111
S -0.167 3.783 1.312
C -0.543 2.942 2.807
C -1.446 3.482 3.720
C -1.725 2.828 4.911
C -2.686 3.387 5.816
N -3.461 3.830 6.537
C -1.077 1.621 5.211
C -0.167 1.088 4.311
C 0.096 1.731 3.109
S 1.245 1.034 1.967
C -1.377 0.889 6.406
N -1.609 0.251 7.332
H -1.944 4.414 3.494
H 0.326 0.153 4.544
C 1.889 -3.106 -3.478
C 0.443 -2.929 -3.076
C -0.065 -3.998 -2.137
O 0.224 -1.587 -2.513
P 0.612 -0.978 -1.135
O 0.739 0.510 -1.261
C -0.694 -1.368 0.047
P -2.017 -0.143 -0.048
O -1.440 1.190 0.303
O -2.534 -0.118 -1.520
C -3.523 -1.052 -2.075
C -4.907 -0.474 -1.895
C -3.144 -1.253 -3.524
O -3.227 -0.532 0.830
C -3.512 -1.386 1.993
C -3.510 -2.838 1.580
C -2.587 -1.046 3.133
O 1.907 -1.685 -0.625
C 3.153 -0.964 -0.270
C 3.855 -1.829 0.747
C 3.948 -0.703 -1.526
H 1.977 -4.000 -4.095
H 2.530 -3.228 -2.608
H 2.233 -2.255 -4.064
H -0.183 -2.895 -3.969
H 0.525 -4.039 -1.220
H 0.018 -4.969 -2.625
H -1.116 -3.844 -1.892
H -0.243 -1.270 1.040
H -1.046 -2.388 -0.098
H -3.423 -1.995 -1.525
H -4.985 0.476 -2.423
H -5.144 -0.314 -0.846
H -5.643 -1.160 -2.315
H -3.259 -0.321 -4.075
H -3.793 -2.002 -3.976
H -2.110 -1.582 -3.610
H -4.527 -1.077 2.242
H -2.510 -3.192 1.332
H -4.175 -3.006 0.734
H -3.868 -3.441 2.414
H -1.567 -1.393 2.954
H -2.943 -1.529 4.044
H -2.574 0.028 3.304
H 2.842 -0.021 0.182
H 4.092 -2.805 0.324
H 3.239 -1.963 1.634
H 4.788 -1.351 1.047
H 4.266 -1.634 -1.992
H 4.841 -0.133 -1.267
H 3.373 -0.119 -2.245
N 5.176 4.819 -2.596
C 4.152 4.192 -1.982
C 3.020 3.762 -2.697
C 2.009 3.123 -2.027
N 2.029 2.890 -0.705
C 3.107 3.301 -0.016
C 4.174 3.930 -0.603
H 5.126 5.060 -3.569
H 5.953 5.175 -2.070
H 2.938 3.928 -3.762
H 1.140 2.768 -2.569
H 3.079 3.115 1.049
H 5.013 4.236 0.006
```

Computed properties:
⟨S²⟩   0.79
E   -114495.329 eV
2S+1   2
Total charge   +1
Strongest force on any atom   0.8 eV Å⁻¹